Density functional theory data (ωB97M-V/def2-TZVPD) for an isolated ion of composition C2H9N4S and charge -1.

Positions of all 16 atoms, in Å:
N  1.860  -0.463  0.252
C  0.548  0.170  -0.011
N  0.007  0.718  1.222
N  0.788  1.238  -0.979
C  -0.439  -0.839  -0.665
N  -1.767  -0.393  -0.945
S  -2.805  -0.694  0.344
H  1.705  -1.328  0.762
H  2.277  -0.697  -0.642
H  -0.347  -0.011  1.831
H  0.749  1.219  1.701
H  0.813  2.130  -0.500
H  -0.044  1.254  -1.567
H  0.042  -1.056  -1.635
H  -0.364  -1.775  -0.072
H  -3.023  0.527  0.903

Calculated values
Energy, Eh: -698.80079
Kohn-Sham gap, eV: 6.2
Net charge: -1
Structure (SMILES): NC(N)(N)C[N-]S
Maximum force, eV/Å: 0.4

=====

Density functional theory data (ωB97M-V/def2-TZVPD) for a 2-piece molecular cluster, C2H9NO overall at a distorted geometry.

Positions of all 13 atoms, in Å:
C  -0.319  0.914  -0.405
C  0.412  2.243  -0.542
N  0.334  2.755  -1.932
H  -1.237  1.006  0.165
H  -0.667  0.509  -1.361
H  0.401  0.152  -0.109
H  0.038  3.039  0.101
H  1.466  2.155  -0.245
H  0.733  3.691  -1.996
H  0.980  2.226  -2.501
H  -0.767  -5.830  2.209
H  -0.600  -6.279  3.767
O  -0.774  -6.579  2.847

Calculated values
Energy, Eh: -211.51517
Kohn-Sham gap (alpha / beta), eV: 1.9 / 10.3
Net charge: -1
Maximum force, eV/Å: 1.0
Multiplicity: 2
Relative energy (zero: lowest compared OMol25 entry of this formula, charge and spin), kcal/mol: 5.7

=====

Density functional theory data (ωB97M-V/def2-TZVPD) for C2H9NO as an isolated structure at a distorted geometry.

Positions of all 13 atoms, in Å:
C  1.787  0.404  0.045
C  -1.399  0.906  -0.026
H  0.193  -0.580  -0.352
H  2.827  0.278  0.444
H  2.009  1.025  -0.897
H  1.191  1.366  0.561
H  -1.652  -1.017  0.910
H  -2.071  -1.088  -0.771
H  -0.171  1.530  -0.340
H  -2.506  1.349  -0.745
H  -1.504  0.833  1.424
N  -1.368  -0.735  0.014
O  1.117  -0.802  -0.055

Calculated values
Energy, Eh: -211.36533
Kohn-Sham gap, eV: 9.6
Net charge: 0
Maximum force, eV/Å: 6.2
Relative energy (zero: lowest compared OMol25 entry of this formula, charge and spin), kcal/mol: 137.9

=====

Density functional theory data (ωB97M-V/def2-TZVPD) for a 2-piece molecular cluster, C2H9NO overall.

Positions of all 13 atoms, in Å:
C  0.895  1.643  0.006
N  0.853  0.262  -0.429
C  -0.209  0.054  -1.405
H  1.348  2.246  -0.756
H  -0.089  2.110  0.177
H  1.536  1.881  0.858
H  0.604  -0.305  0.355
H  -1.102  0.622  -1.141
H  -0.502  -0.994  -1.385
H  0.126  0.292  -2.410
H  -1.646  -3.015  2.464
H  -0.959  -1.925  1.740
O  -0.853  -2.871  1.924

Calculated values
Energy, Eh: -211.56042
Kohn-Sham gap, eV: 9.8
Net charge: 0
Structure (SMILES): CNC.O
Maximum force, eV/Å: 1.0
Relative energy (zero: lowest compared OMol25 entry of this formula, charge and spin), kcal/mol: 15.5

=====

Density functional theory data (ωB97M-V/def2-TZVPD) for a 2-piece molecular cluster, C2H9NO overall.

Positions of all 13 atoms, in Å:
C  -1.754  -0.799  -1.003
C  -1.228  0.002  0.180
N  0.244  0.076  0.125
H  -2.813  -0.622  -1.173
H  -1.567  -1.864  -0.933
H  -1.276  -0.451  -1.924
H  -1.502  -0.519  1.103
H  -1.675  0.996  0.136
H  0.638  0.317  1.027
H  0.535  0.805  -0.515
H  4.125  0.888  1.361
H  2.919  0.153  0.824
O  3.354  1.017  0.792

Calculated values
Energy, Eh: -211.58008
Kohn-Sham gap, eV: 10.3
Net charge: 0
Structure (SMILES): CCN.O
Maximum force, eV/Å: 0.7
Relative energy (zero: lowest compared OMol25 entry of this formula, charge and spin), kcal/mol: 3.1

=====

Density functional theory data (ωB97M-V/def2-TZVPD) for a 3-piece molecular cluster, C2H9NO2 overall at a distorted geometry.

Positions of all 14 atoms, in Å:
C  0.826  -0.747  1.283
C  1.731  0.270  -0.630
N  0.787  0.362  0.354
H  0.630  -0.358  2.293
H  0.054  -1.469  1.030
H  1.835  -1.170  1.309
H  1.865  1.083  -1.293
H  2.372  -0.600  -0.828
H  -2.002  -0.066  -0.398
H  -3.106  -0.899  0.272
O  -2.502  -0.906  -0.474
H  -0.372  1.455  -0.326
H  -0.931  1.351  -1.728
O  -1.188  1.694  -0.864

Calculated values
Energy, Eh: -286.77739
Kohn-Sham gap (alpha / beta), eV: 4.1 / 8.0
Net charge: -1
Maximum force, eV/Å: 1.3
Multiplicity: 2
Relative energy (zero: lowest compared OMol25 entry of this formula, charge and spin), kcal/mol: 0.0